Entry 1:
C22H80AlClF3O18 as an isolated structure, computed with wB97M-V/def2-TZVPD.

LUMO level (eV): 2.18
Highest occupied orbital energy (eV): -5.08
Total charge: -1

Last column: Mulliken charge in e.
Cartesian coordinates (Å):
C: -1.072 1.272 -3.628  -0.5349
Al: -0.200 2.619 -2.409  0.3051
Cl: 2.028 2.790 -2.816  -0.5625
C: -0.595 2.102 -0.496  -0.6963
C: -0.568 0.610 -0.168  0.8004
C: 0.778 0.050 0.208  0.4795
F: 1.191 -0.917 -0.690  -0.3749
F: 1.774 0.925 0.288  -0.1792
F: 0.757 -0.611 1.391  -0.2624
H: -1.615 0.551 -3.013  -0.2559
H: -1.793 1.785 -4.267  0.3667
H: -0.322 0.775 -4.243  0.1909
H: -0.818 4.084 -2.722  -0.4205
H: 0.058 2.679 0.162  0.3520
H: -1.617 2.429 -0.312  0.0171
H: -1.204 0.433 0.707  0.1652
H: -0.991 -0.007 -0.962  -0.5851
C: -0.311 -3.378 -1.723  -0.1424
O: -0.314 -2.902 -0.383  -0.0474
H: -0.668 -4.406 -1.728  0.3171
H: -0.970 -2.765 -2.340  -0.1173
H: 0.702 -3.348 -2.135  -0.0223
H: 0.007 -1.984 -0.400  0.2050
C: 1.431 -3.930 2.507  -0.4272
O: 0.009 -4.004 2.511  -0.5002
H: 1.762 -3.781 3.533  0.1972
H: 1.871 -4.853 2.121  0.3262
H: 1.766 -3.088 1.896  0.0279
H: -0.274 -4.118 1.593  0.2654
C: 2.190 0.938 4.698  -0.3358
O: 1.144 0.070 4.296  -0.4182
H: 1.865 1.487 5.579  0.2882
H: 3.092 0.369 4.948  0.0346
H: 2.426 1.649 3.902  0.1655
H: 1.447 -0.393 3.508  0.2446
C: 2.683 5.680 0.159  -0.6367
O: 1.718 4.805 -0.398  -0.1788
H: 2.246 6.138 1.043  0.3108
H: 3.590 5.148 0.457  0.0917
H: 2.948 6.469 -0.557  0.3543
H: 2.100 4.376 -1.180  0.0523
C: -2.470 -5.362 4.677  -0.3883
O: -1.623 -6.019 3.755  -0.5125
H: -3.213 -6.082 5.020  0.2361
H: -1.911 -4.997 5.545  0.2327
H: -2.990 -4.519 4.209  0.0869
H: -0.967 -5.372 3.453  0.4255
C: -1.806 -2.871 -4.902  -0.1941
O: -0.632 -2.149 -5.237  -0.4361
H: -2.350 -2.306 -4.148  -0.2181
H: -2.448 -3.000 -5.780  0.4090
H: -1.546 -3.854 -4.493  0.2267
H: -0.162 -2.670 -5.892  0.2142
C: -1.122 6.409 0.698  -0.2497
O: 0.005 7.235 0.423  -0.5724
H: -1.688 6.878 1.503  0.3085
H: -1.758 6.321 -0.188  0.0658
H: -0.805 5.412 1.011  0.1534
H: 0.496 6.804 -0.286  0.2950
C: -4.497 0.939 0.505  0.3452
O: -3.665 2.079 0.715  -0.4430
H: -3.890 0.163 0.048  -0.2212
H: -4.892 0.569 1.448  -0.1638
H: -5.329 1.176 -0.166  0.3357
H: -4.203 2.767 1.116  0.2233
C: -3.613 -2.828 -0.955  -0.1777
O: -4.789 -2.273 -0.367  -0.5090
H: -3.845 -3.112 -1.974  0.2087
H: -2.805 -2.094 -0.960  -0.0730
H: -3.290 -3.713 -0.401  0.3570
H: -4.556 -2.026 0.536  0.1617
C: 1.158 -6.374 -3.348  -0.2494
O: -0.266 -6.478 -3.336  -0.5066
H: 1.507 -6.249 -2.326  0.2168
H: 1.612 -7.274 -3.774  0.3512
H: 1.449 -5.497 -3.929  -0.0427
H: -0.558 -6.583 -4.245  0.2822
C: 3.117 -3.324 -3.920  -0.8287
O: 2.132 -3.436 -4.947  -0.4806
H: 2.742 -3.860 -3.052  0.2212
H: 4.068 -3.760 -4.239  0.3867
H: 3.267 -2.276 -3.654  0.3531
H: 2.456 -2.922 -5.692  0.2777
C: 4.895 2.374 0.738  -0.1322
O: 4.290 1.783 1.884  -0.5179
H: 5.797 2.883 1.071  0.2899
H: 5.169 1.614 0.001  0.1369
H: 4.227 3.101 0.272  -0.0739
H: 3.491 1.338 1.580  0.2888
C: -5.283 -1.794 -3.490  -0.6721
O: -4.446 -0.653 -3.389  -0.3624
H: -4.683 -2.603 -3.901  0.2086
H: -5.652 -2.085 -2.505  0.2616
H: -6.131 -1.610 -4.159  0.3235
H: -4.960 0.068 -3.016  0.2530
C: 3.326 -2.109 6.503  -0.5766
O: 4.044 -2.279 5.285  -0.5029
H: 3.209 -3.094 6.948  0.2670
H: 3.877 -1.469 7.199  0.2951
H: 2.336 -1.681 6.323  0.2563
H: 4.152 -1.414 4.881  0.2862
C: -5.663 -1.223 3.170  -0.7031
O: -4.397 -1.484 2.576  -0.3936
H: -6.423 -1.641 2.513  0.2580
H: -5.742 -1.699 4.151  0.2740
H: -5.838 -0.149 3.276  0.2924
H: -3.714 -1.118 3.146  0.2452
C: 5.604 -1.445 -2.193  -0.5741
O: 6.450 -2.023 -3.187  -0.5419
H: 4.894 -2.207 -1.882  0.2094
H: 6.186 -1.130 -1.322  0.3419
H: 5.057 -0.592 -2.600  0.2948
H: 7.076 -1.350 -3.464  0.2876
C: 5.221 6.976 3.065  -0.5800
O: 4.233 5.961 2.991  -0.4133
H: 4.960 7.737 2.333  0.2198
H: 5.247 7.437 4.057  0.2686
H: 6.215 6.584 2.827  0.2723
H: 4.454 5.279 3.632  0.2513
C: -4.594 7.362 -0.854  -0.4786
O: -3.821 7.052 -2.002  -0.4837
H: -5.257 6.520 -0.666  0.1993
H: -3.953 7.516 0.019  0.1865
H: -5.197 8.260 -1.025  0.2848
H: -3.225 7.786 -2.174  0.2860

---

Entry 2:
C23H11F15InN3S as an isolated structure, computed with wB97M-V/def2-TZVPD.

LUMO level (eV): -0.24
Highest occupied orbital energy (eV): -8.05

Last column: natural (NBO) charge in e.
Cartesian coordinates (Å):
In: 0.605 -0.228 -0.230  1.6799
C: -1.011 1.995 -2.015  -0.4309
N: -1.072 0.566 -1.686  -0.5034
C: -2.257 0.209 -0.912  -0.2329
C: -2.183 0.879 0.457  -0.2331
N: -0.856 0.703 1.047  -0.7988
C: -0.398 1.551 2.035  0.0674
C: -1.034 2.670 2.592  0.2665
F: -2.270 3.038 2.206  -0.3114
C: -0.450 3.451 3.577  0.2904
F: -1.112 4.510 4.034  -0.2843
C: 0.791 3.154 4.094  0.2414
F: 1.345 3.914 5.037  -0.2832
C: 1.437 2.035 3.614  0.2816
F: 2.624 1.685 4.100  -0.2807
C: 0.836 1.272 2.643  0.3005
F: 1.489 0.168 2.211  -0.3014
C: -0.798 -0.271 -2.855  -0.2271
C: 0.657 -0.070 -3.311  -0.2340
N: 1.502 0.279 -2.169  -0.8023
C: 2.866 0.176 -2.262  0.0730
C: 3.635 0.507 -1.139  0.2942
F: 2.960 0.950 -0.045  -0.3118
C: 5.001 0.400 -1.052  0.2865
F: 5.626 0.693 0.086  -0.2835
C: 5.717 -0.006 -2.156  0.2379
F: 7.044 -0.124 -2.106  -0.2849
C: 5.024 -0.272 -3.318  0.2918
F: 5.695 -0.624 -4.411  -0.2854
C: 3.645 -0.172 -3.376  0.2696
F: 3.073 -0.404 -4.572  -0.3105
H: -1.828 2.269 -2.695  0.1931
H: -0.057 2.214 -2.488  0.2338
H: -1.085 2.598 -1.112  0.2170
H: -2.260 -0.874 -0.790  0.2150
H: -3.187 0.495 -1.415  0.1999
H: -2.945 0.410 1.086  0.2068
H: -2.454 1.926 0.355  0.2026
H: -1.478 -0.048 -3.684  0.1997
H: -0.953 -1.313 -2.565  0.2051
H: 0.695 0.717 -4.069  0.1895
H: 0.970 -0.994 -3.797  0.2108
F: -1.790 -6.596 1.722  -0.2794
C: -0.980 -5.627 1.308  0.2595
C: -1.445 -4.337 1.186  0.3183
F: -2.713 -4.050 1.479  -0.2924
C: -0.587 -3.348 0.754  0.2828
F: -1.092 -2.104 0.634  -0.3046
C: 0.738 -3.577 0.434  -0.2647
S: 1.875 -2.354 -0.107  -0.2176
C: 1.172 -4.895 0.562  0.3289
F: 2.433 -5.201 0.267  -0.2853
C: 0.336 -5.905 0.990  0.2789
F: 0.786 -7.151 1.100  -0.2791

---

Entry 3:
C23H12BrCl5F3O3Ti as an isolated structure, computed with wB97M-V/def2-TZVPD.

Multiplicity: 2
LUMO level (spin up / spin down) (eV): -0.80 / -0.81
Highest occupied orbital energy (spin up / spin down) (eV): -7.51 / -8.81

Last column: natural (NBO) charge in e.
Cartesian coordinates (Å):
Ti: 0.306 -0.550 1.289  1.3844
Cl: 1.203 0.542 4.188  0.0188
C: 0.329 -0.951 4.300  -0.0889
C: -0.051 -1.491 3.076  -0.3956
C: -0.755 -2.690 3.122  -0.0700
Cl: -1.217 -3.250 1.553  0.0780
C: -1.045 -3.356 4.307  -0.0888
Cl: -1.878 -4.855 4.316  0.0619
C: -0.629 -2.775 5.513  -0.0835
Cl: -0.880 -3.606 6.992  0.0617
C: 0.045 -1.550 5.520  -0.0843
Cl: 0.515 -0.822 7.004  0.0536
C: 3.201 0.212 1.207  -0.2557
O: 2.393 -0.845 1.733  -0.6980
H: 4.231 -0.138 1.078  0.1891
H: 3.182 1.089 1.863  0.1879
H: 2.774 0.482 0.234  0.2148
H: 2.698 -1.013 2.643  0.5083
F: 0.287 -0.782 -8.236  -0.3220
C: 1.234 -1.421 -7.535  0.9733
F: 2.417 -0.923 -7.952  -0.3271
F: 1.212 -2.704 -7.954  -0.3266
C: 1.060 -1.315 -6.048  -0.1540
C: -0.004 -0.620 -5.488  -0.1735
C: -0.144 -0.578 -4.114  -0.1795
C: 0.772 -1.227 -3.279  -0.1627
C: 1.840 -1.920 -3.860  -0.1290
C: 1.982 -1.963 -5.233  -0.1848
C: 0.626 -1.167 -1.863  0.0583
C: 0.530 -1.130 -0.648  -0.4933
H: -0.720 -0.128 -6.128  0.2314
H: -0.975 -0.049 -3.671  0.2244
H: 2.549 -2.435 -3.228  0.2173
H: 2.798 -2.506 -5.686  0.2260
Br: -5.501 3.788 0.662  0.0727
C: -3.677 3.772 1.188  -0.1125
C: -3.087 4.955 1.613  -0.1896
C: -1.752 4.937 1.999  -0.2076
C: -1.022 3.770 1.940  -0.1326
C: -1.629 2.581 1.504  -0.2018
C: -2.984 2.586 1.139  -0.1085
C: -0.875 1.365 1.364  0.7815
O: -1.413 0.214 1.183  -0.6352
O: 0.424 1.331 1.378  -0.6816
H: -3.659 5.868 1.639  0.2356
H: -1.282 5.844 2.344  0.2266
H: 0.018 3.758 2.225  0.2355
H: -3.445 1.667 0.807  0.2455

---

Summary of max |F| in eV Å⁻¹
1.141, 0.805, 3.829
(order as listed above)